1.
{
  "formula": "C16H33NO11",
  "method": "wB97M-V/def2-TZVPD",
  "elements": ["C", "C", "C", "C", "C", "C", "O", "C", "N", "O", "H", "H", "H", "H", "H", "H", "H", "H", "H", "H", "H", "H", "H", "H", "H", "C", "O", "C", "O", "O", "C", "H", "H", "H", "H", "H", "H", "C", "O", "C", "O", "O", "C", "H", "H", "H", "H", "H", "H", "C", "O", "C", "O", "O", "C", "H", "H", "H", "H", "H", "H"],
  "coordinates": [[6.21, 1.21, -0.15], [4.94, 2.08, -0.22], [4.63, 2.66, -1.61], [3.14, 2.69, -1.96], [2.61, 1.38, -2.54], [2.26, 0.29, -1.54], [1.41, 0.78, -0.49], [0.13, 1.05, -0.86], [-0.39, 2.14, -0.19], [-0.49, 0.36, -1.62], [5.98, 0.20, 0.21], [6.94, 1.62, 0.55], [6.70, 1.13, -1.12], [4.08, 1.50, 0.13], [5.04, 2.91, 0.49], [5.01, 3.68, -1.65], [5.18, 2.11, -2.38], [2.96, 3.47, -2.70], [2.57, 2.94, -1.05], [3.36, 0.95, -3.21], [1.73, 1.57, -3.17], [3.15, -0.09, -1.04], [1.77, -0.55, -2.03], [0.21, 2.45, 0.57], [-0.68, 2.90, -0.79], [-2.58, -1.62, -0.37], [-3.64, -1.93, 0.55], [-4.73, -1.18, 0.41], [-4.90, -0.32, -0.41], [-5.62, -1.56, 1.33], [-6.86, -0.84, 1.29], [-1.78, -2.30, -0.13], [-2.92, -1.77, -1.39], [-2.26, -0.59, -0.25], [-7.35, -0.97, 0.33], [-6.68, 0.22, 1.46], [-7.47, -1.25, 2.08], [2.37, 2.38, 2.71], [1.54, 3.42, 3.22], [2.11, 4.15, 4.18], [3.22, 3.99, 4.62], [1.24, 5.08, 4.57], [1.72, 5.94, 5.61], [1.78, 1.87, 1.94], [3.27, 2.78, 2.26], [2.63, 1.66, 3.49], [2.61, 6.48, 5.28], [1.96, 5.36, 6.51], [0.91, 6.63, 5.82], [-3.39, -8.18, -3.65], [-4.28, -7.12, -3.32], [-3.92, -6.42, -2.24], [-2.94, -6.62, -1.56], [-4.83, -5.47, -2.03], [-4.57, -4.64, -0.89], [-3.80, -8.65, -4.54], [-2.39, -7.79, -3.87], [-3.32, -8.90, -2.84], [-3.62, -4.13, -1.00], [-4.56, -5.24, 0.02], [-5.38, -3.92, -0.85]],
  "smiles": "CCCCCCOC(N)=O.COC(=O)OC.COC(=O)OC.COC(=O)OC",
  "gap_ev": 11.232,
  "lumo_ev": 0.60,
  "charge": 0,
  "e_tot_ha": -1511.87666
}

=====

2.
{
  "formula": "C19H14I2IrN3O3S",
  "method": "wB97M-V/def2-TZVPD",
  "elements": ["Ir", "O", "C", "C", "C", "C", "C", "C", "C", "N", "N", "C", "O", "C", "C", "C", "C", "C", "C", "H", "H", "H", "H", "H", "H", "H", "H", "H", "H", "O", "N", "C", "C", "C", "C", "C", "S", "H", "H", "H", "H", "I", "I"],
  "coordinates": [[-1.57, 0.19, 1.09], [-0.41, 0.66, 2.71], [0.84, 0.33, 2.78], [1.55, 0.75, 3.94], [2.87, 0.46, 4.14], [3.59, -0.29, 3.20], [2.93, -0.70, 2.07], [1.58, -0.41, 1.82], [1.05, -0.85, 0.50], [-0.30, -1.11, 0.42], [-0.65, -1.72, -0.78], [-1.87, -1.44, -1.10], [-2.63, -0.62, -0.41], [-2.48, -2.06, -2.30], [-1.81, -3.04, -3.03], [-2.40, -3.60, -4.15], [-3.66, -3.18, -4.56], [-4.33, -2.21, -3.84], [-3.75, -1.64, -2.71], [0.98, 1.33, 4.66], [3.36, 0.80, 5.05], [4.63, -0.54, 3.37], [3.46, -1.28, 1.32], [1.63, -1.66, 0.07], [-0.83, -3.35, -2.69], [-1.87, -4.36, -4.71], [-4.12, -3.62, -5.44], [-5.32, -1.88, -4.15], [-4.26, -0.89, -2.14], [1.39, 0.27, -0.59], [1.65, 1.50, -0.10], [2.98, 1.80, -0.01], [3.40, 3.05, 0.27], [2.42, 4.05, 0.45], [1.10, 3.72, 0.39], [0.67, 2.39, 0.15], [-1.02, 2.13, 0.14], [3.62, 0.95, -0.19], [4.46, 3.26, 0.35], [2.72, 5.07, 0.65], [0.33, 4.45, 0.57], [-3.65, 1.44, 2.29], [-6.29, 1.81, 0.50]],
  "de_lowest_ev": 1.7982,
  "spin_multiplicity": 2,
  "s2": 0.7551,
  "gap_ev": [6.349, 5.926],
  "lumo_ev": [1.92, 1.43],
  "charge": -1,
  "e_tot_ha": -2220.39010
}

=====

3.
{
  "formula": "C30H74N4",
  "method": "wB97M-V/def2-TZVPD",
  "elements": ["C", "C", "N", "C", "C", "C", "C", "H", "H", "H", "H", "H", "H", "H", "H", "H", "H", "H", "H", "H", "H", "H", "C", "C", "N", "C", "C", "C", "C", "H", "H", "H", "H", "H", "H", "H", "H", "H", "H", "H", "H", "H", "H", "H", "C", "C", "N", "C", "C", "C", "C", "H", "H", "H", "H", "H", "H", "H", "H", "H", "H", "H", "H", "H", "H", "H", "C", "C", "N", "C", "C", "C", "C", "H", "H", "H", "H", "H", "H", "H", "H", "H", "H", "H", "H", "H", "H", "H", "C", "C", "C", "C", "C", "C", "H", "H", "H", "H", "H", "H", "H", "H", "H", "H", "H", "H", "H", "H"],
  "coordinates": [[168.09, 110.35, 79.12], [168.00, 109.68, 80.47], [168.97, 110.32, 81.46], [169.15, 111.79, 81.47], [167.88, 112.60, 81.88], [168.78, 109.74, 82.81], [169.03, 108.21, 82.85], [169.05, 110.05, 78.80], [167.81, 111.40, 79.06], [167.52, 109.70, 78.42], [168.04, 108.79, 80.32], [167.08, 110.00, 80.85], [169.57, 112.16, 80.50], [169.90, 111.96, 82.25], [167.19, 112.39, 81.14], [168.27, 113.53, 81.77], [167.40, 112.57, 83.13], [167.72, 109.79, 83.12], [169.36, 110.08, 83.50], [168.86, 108.05, 83.76], [170.01, 107.86, 82.54], [168.13, 107.74, 82.33], [175.93, 104.59, 80.01], [175.00, 105.89, 80.24], [175.09, 106.56, 81.61], [176.41, 106.92, 82.02], [176.96, 108.16, 81.27], [174.11, 107.55, 81.84], [172.72, 106.98, 82.09], [175.76, 104.04, 79.21], [175.69, 104.01, 80.94], [177.05, 104.87, 80.27], [173.88, 105.58, 80.02], [175.21, 106.66, 79.49], [177.16, 106.27, 82.11], [176.31, 107.44, 82.94], [178.12, 108.20, 81.20], [176.56, 109.01, 81.00], [176.79, 108.07, 80.07], [174.06, 108.25, 80.98], [174.42, 108.47, 82.55], [171.97, 106.90, 81.30], [172.24, 107.71, 82.52], [172.81, 106.13, 82.71], [172.60, 110.85, 80.55], [174.04, 110.74, 80.00], [174.47, 112.02, 79.44], [175.95, 112.21, 79.58], [176.92, 111.18, 78.76], [174.00, 112.41, 78.16], [173.89, 113.97, 78.06], [171.87, 110.94, 79.67], [172.29, 111.62, 81.29], [172.37, 109.81, 80.85], [174.26, 109.98, 79.22], [174.69, 110.53, 80.94], [176.19, 112.02, 80.61], [176.36, 113.16, 79.25], [177.21, 110.32, 79.23], [177.78, 111.78, 78.45], [176.34, 110.92, 77.81], [172.89, 112.04, 77.98], [174.67, 112.26, 77.22], [173.18, 114.25, 78.90], [173.49, 114.19, 77.25], [175.02, 114.48, 77.88], [167.11, 116.67, 79.72], [168.12, 116.33, 78.68], [169.22, 115.58, 79.47], [169.82, 114.33, 78.90], [170.56, 114.68, 77.50], [170.24, 116.61, 80.01], [171.27, 115.94, 80.84], [167.68, 117.31, 80.53], [166.69, 115.71, 80.16], [166.29, 117.37, 79.42], [168.19, 117.29, 78.32], [167.77, 115.68, 77.81], [169.20, 113.50, 78.65], [170.64, 113.99, 79.40], [169.71, 114.96, 76.63], [171.10, 113.90, 77.15], [171.39, 115.34, 77.49], [169.91, 117.22, 80.98], [170.53, 117.46, 79.53], [171.75, 116.67, 81.28], [172.09, 115.55, 80.31], [170.97, 115.37, 81.68], [174.75, 115.20, 82.79], [175.02, 113.92, 83.68], [174.24, 112.67, 83.31], [174.70, 111.61, 84.32], [173.86, 110.24, 84.09], [172.44, 110.26, 84.78], [175.18, 115.92, 83.02], [173.77, 115.60, 82.92], [175.18, 115.05, 81.65], [175.17, 114.34, 84.56], [176.05, 113.71, 83.69], [174.31, 112.47, 82.32], [173.21, 112.86, 83.68], [174.59, 111.90, 85.47], [175.90, 111.34, 84.27], [174.36, 109.37, 84.40], [173.71, 110.24, 82.96], [171.89, 111.01, 84.37], [172.38, 110.65, 85.80], [172.00, 109.29, 84.64]],
  "de_lowest_ev": 6.0846,
  "gap_ev": 8.630,
  "lumo_ev": 0.81,
  "charge": 0,
  "e_tot_ha": -1405.72815
}

=====

4.
{
  "formula": "C20H30O2",
  "method": "wB97M-V/def2-TZVPD",
  "elements": ["C", "C", "C", "C", "C", "C", "C", "C", "C", "C", "C", "C", "C", "C", "C", "C", "C", "C", "C", "C", "O", "O", "H", "H", "H", "H", "H", "H", "H", "H", "H", "H", "H", "H", "H", "H", "H", "H", "H", "H", "H", "H", "H", "H", "H", "H", "H", "H", "H", "H", "H", "H"],
  "coordinates": [[-2.87, 0.90, 0.21], [-2.03, 0.36, 1.36], [-1.37, 1.46, 2.13], [-0.41, 1.28, 3.04], [0.15, -0.06, 3.40], [1.19, -0.53, 2.42], [1.45, -1.80, 2.13], [0.75, -2.99, 2.73], [-0.71, -3.09, 2.39], [-1.21, -3.27, 1.17], [-0.41, -3.41, -0.09], [-1.14, -2.80, -1.25], [-0.88, -1.65, -1.85], [0.22, -0.68, -1.53], [1.17, -0.59, -2.69], [1.25, 0.39, -3.57], [0.43, 1.64, -3.61], [1.23, 2.87, -3.20], [1.79, 2.75, -1.79], [0.71, 2.69, -0.73], [-0.43, 3.05, -0.87], [1.17, 2.17, 0.40], [-3.72, 1.47, 0.58], [-3.24, 0.08, -0.41], [-2.28, 1.56, -0.42], [-1.27, -0.33, 0.98], [-2.67, -0.22, 2.03], [-1.74, 2.46, 1.93], [0.02, 2.13, 3.55], [-0.65, -0.80, 3.46], [0.62, 0.00, 4.39], [1.77, 0.25, 1.95], [2.25, -2.01, 1.43], [1.26, -3.90, 2.39], [0.86, -2.95, 3.82], [-1.40, -3.03, 3.22], [-2.28, -3.35, 1.05], [0.57, -2.96, 0.03], [-0.27, -4.48, -0.29], [-2.00, -3.38, -1.59], [-1.50, -1.34, -2.68], [0.76, -0.99, -0.64], [-0.23, 0.29, -1.34], [1.83, -1.45, -2.79], [2.00, 0.32, -4.36], [0.06, 1.78, -4.63], [-0.45, 1.55, -2.96], [2.07, 3.02, -3.90], [0.59, 3.75, -3.26], [2.42, 1.86, -1.69], [2.41, 3.62, -1.55], [0.46, 2.08, 1.07]],
  "de_lowest_ev": 1.6801,
  "smiles": "CC/C=C\\C/C=C\\C/C=C\\C/C=C\\C/C=C\\CCCC(=O)O",
  "gap_ev": 9.993,
  "lumo_ev": 0.92,
  "charge": 0,
  "e_tot_ha": -930.49364
}

=====

5.
{
  "formula": "C2H2FMgORb",
  "method": "wB97M-V/def2-TZVPD",
  "elements": ["H", "C", "C", "O", "Rb", "Mg", "F", "H"],
  "coordinates": [[-1.39, -0.52, -1.20], [0.72, 0.82, 0.32], [0.23, -0.15, -0.45], [-1.15, -0.35, -0.24], [2.16, -3.19, -1.35], [-2.13, 0.75, 1.19], [-0.19, 1.56, 1.15], [1.74, 1.06, 0.58]],
  "spin_multiplicity": 2,
  "s2": 0.7505,
  "gap_ev": [6.135, 7.681],
  "lumo_ev": [-3.72, -3.72],
  "charge": 1,
  "e_tot_ha": -476.38037
}